a:
This record from the Open Molecules 2025 dataset describes a structure of composition C39H64BrN7O8SSiTi. The level of theory is ωB97M-V/def2-TZVPD.

Structure (XYZ):
```
122
C39H64BrN7O8SSiTi (ωB97M-V/def2-TZVPD)
Ti -0.0260 -1.4093 -0.8343
C 3.8521 5.4139 -2.9055
C 4.4768 4.0112 -2.8407
C 4.9287 3.5819 -4.2452
C 5.7041 4.0706 -1.9314
C 3.4353 3.0208 -2.3322
C 3.6095 2.2743 -1.1805
C 2.6284 1.3791 -0.7894
Br 2.8698 0.3964 0.8003
C 1.4530 1.2028 -1.5172
O 0.5866 0.2380 -1.1115
C 1.2237 1.9852 -2.6703
C 2.2391 2.8537 -3.0362
C -0.0987 1.9505 -3.4400
C -1.1997 2.4898 -2.5122
C -0.0629 2.8502 -4.6812
C -0.4541 0.5377 -3.9323
H 4.6008 6.1366 -3.2350
H 3.4871 5.7235 -1.9237
H 3.0191 5.4578 -3.6097
H 5.6708 4.2859 -4.6263
H 4.0971 3.5613 -4.9515
H 5.3814 2.5883 -4.2220
H 6.4179 4.7875 -2.3381
H 6.2100 3.1035 -1.8686
H 5.4456 4.3998 -0.9218
H 4.4975 2.3753 -0.5726
H 2.1030 3.4512 -3.9254
H -1.0197 3.5418 -2.2825
H -1.2260 1.9413 -1.5720
H -2.1790 2.4057 -2.9915
H 0.1340 3.8933 -4.4281
H -1.0393 2.8155 -5.1671
H 0.6818 2.5131 -5.4065
H -0.7832 -0.1141 -3.1256
H 0.3936 0.0679 -4.4326
H -1.2804 0.6011 -4.6437
O -6.9036 -0.7874 -1.8053
C -6.2133 0.1969 -1.0749
C -4.7611 -0.1671 -1.0221
C -3.8584 0.6114 -0.3018
C -2.5308 0.2558 -0.2768
N -2.0763 -0.8220 -0.9344
C -2.9425 -1.6029 -1.6023
C -4.2868 -1.3030 -1.6663
C -2.3598 -2.8566 -2.1224
C -2.9525 -3.5944 -3.1256
C -2.3869 -4.8196 -3.4626
C -3.0212 -5.6979 -4.5118
O -4.0643 -5.0555 -5.2024
C -1.2400 -5.2276 -2.7809
C -0.6725 -4.3924 -1.8423
N -1.2229 -3.2176 -1.5083
H -7.8365 -0.5574 -1.8618
H -6.5852 0.2831 -0.0490
H -6.2989 1.1847 -1.5400
H -4.1879 1.4858 0.2457
H -1.8035 0.8111 0.2994
H -4.9797 -1.9509 -2.1832
H -3.8411 -3.2502 -3.6343
H -3.4503 -6.5635 -4.0014
H -2.2495 -6.0809 -5.1834
H -3.7448 -4.6988 -6.0365
H -0.7727 -6.1800 -2.9994
H 0.2488 -4.6581 -1.3398
N 2.0650 -4.3222 1.0871
N 3.1832 -3.4939 0.8036
C 3.2721 -2.7867 -0.3074
N 4.4679 -2.3616 -0.7026
N 2.0974 -2.6149 -0.9799
N 2.1239 -2.0475 -2.1933
O 0.9575 -2.0030 -2.6620
O 3.0766 -1.5857 -2.7656
H 1.2492 -3.7136 1.1098
H 2.1714 -4.6154 2.0551
H 4.0355 -3.7524 1.2755
H 5.2827 -2.5791 -0.1524
H 4.5489 -1.6592 -1.4204
C -3.2153 -1.7347 3.1285
C -2.4364 -1.4705 4.4089
C -2.4982 -2.6674 5.3423
C -2.9312 -0.2101 5.1020
O -1.0220 -1.2922 4.1014
Si -0.2421 -0.4544 2.9780
S -0.2237 -1.9114 1.3096
O 1.2649 -0.1314 3.4321
C 2.0469 -0.4509 4.6195
C 1.3130 -0.0296 5.8833
C 2.3107 -1.9487 4.6097
C 3.3451 0.3307 4.4786
O -1.0180 0.8033 2.3218
C -0.9623 2.2575 2.5145
C -2.3465 2.7544 2.1366
C -0.6578 2.6128 3.9618
C 0.0972 2.8134 1.5763
H -4.2705 -1.8797 3.3683
H -2.8492 -2.6361 2.6331
H -3.1344 -0.8838 2.4434
H -3.5218 -2.8256 5.6842
H -1.8650 -2.4981 6.2139
H -2.1561 -3.5678 4.8293
H -3.9585 -0.3471 5.4421
H -2.9063 0.6390 4.4145
H -2.3095 0.0125 5.9708
H 0.3736 -0.5719 5.9995
H 1.1134 1.0411 5.8719
H 1.9469 -0.2426 6.7456
H 1.3657 -2.4971 4.6809
H 2.9397 -2.2343 5.4537
H 2.8196 -2.2064 3.6751
H 3.1465 1.4038 4.4592
H 3.8693 0.0596 3.5597
H 4.0022 0.1200 5.3240
H -3.0960 2.3982 2.8464
H -2.6144 2.4001 1.1391
H -2.3659 3.8449 2.1297
H -1.3464 2.1006 4.6374
H -0.7785 3.6867 4.1067
H 0.3657 2.3468 4.2164
H -0.1874 2.6761 0.5253
H 1.0462 2.3135 1.7560
H 0.2322 3.8834 1.7495
```

Calculated values
* LUMO energy: -6.22 eV
* net charge: +2
* frontier orbital gap: 6.813 eV


b:
This record from the Open Molecules 2025 dataset describes a structure of composition C39H64BrN7O8SSiTi. The level of theory is ωB97M-V/def2-TZVPD.

Structure (XYZ):
```
122
C39H64BrN7O8SSiTi (ωB97M-V/def2-TZVPD)
Ti -0.2639 -0.2305 1.0084
C 2.3898 -6.1581 4.9609
C 2.4128 -4.8383 5.7430
C 3.8691 -4.4036 5.9603
C 1.7562 -5.0656 7.1045
C 1.7070 -3.7436 4.9438
C 1.9755 -3.6011 3.5756
C 1.3643 -2.5762 2.9017
Br 1.5851 -2.3859 1.0291
C 0.5018 -1.6661 3.5161
O 0.0129 -0.6827 2.6989
C 0.1795 -1.7967 4.8590
C 0.8199 -2.8528 5.5283
C -0.8565 -0.9702 5.6355
C -1.3260 0.3094 4.9346
C -2.0850 -1.8638 5.8577
C -0.2738 -0.5582 6.9946
H 2.7752 -6.9624 5.5872
H 3.0176 -6.1224 4.0703
H 1.3775 -6.4279 4.6564
H 4.4175 -5.1827 6.4908
H 3.9231 -3.4892 6.5525
H 4.3764 -4.2262 5.0105
H 2.2411 -5.9062 7.6001
H 0.6947 -5.3037 7.0141
H 1.8621 -4.2030 7.7638
H 2.6321 -4.2832 3.0566
H 0.5848 -2.9836 6.5731
H -0.4986 0.9681 4.6665
H -1.9025 0.0987 4.0343
H -1.9750 0.8556 5.6203
H -2.5207 -2.1672 4.9021
H -2.8439 -1.3201 6.4220
H -1.8323 -2.7664 6.4143
H 0.6358 0.0321 6.8721
H -0.0386 -1.4077 7.6332
H -1.0017 0.0516 7.5306
O -6.8628 -1.5082 2.3882
C -6.0741 -2.6318 2.0752
C -4.6958 -2.1526 1.7148
C -3.6193 -3.0315 1.7097
C -2.3566 -2.5633 1.4114
N -2.1372 -1.2800 1.1077
C -3.1793 -0.4352 1.0619
C -4.4645 -0.8221 1.3799
C -2.8431 0.9799 0.7416
C -3.7294 1.8191 0.1041
C -3.3656 3.1453 -0.1170
C -4.2635 4.0903 -0.8801
O -4.1750 5.4093 -0.3999
C -2.1307 3.5765 0.3534
C -1.2746 2.6682 0.9325
N -1.6096 1.3809 1.1213
H -7.7491 -1.7951 2.6302
H -6.4769 -3.1789 1.2129
H -5.9986 -3.3361 2.9102
H -3.7480 -4.0768 1.9563
H -1.4912 -3.2147 1.4223
H -5.2752 -0.1100 1.3957
H -4.6873 1.4417 -0.2261
H -5.2876 3.7096 -0.8990
H -3.9116 4.1136 -1.9159
H -4.7715 5.5247 0.3472
H -1.8260 4.6067 0.2352
H -0.2766 2.9400 1.2486
N 1.9352 1.7095 2.4115
N 2.8826 1.3911 1.4341
C 2.4797 1.0139 0.2043
N 3.3775 0.9148 -0.7608
N 1.1599 0.8123 0.0520
N 0.7138 0.2591 -1.3242
O -0.4402 -0.5291 -0.8129
O 1.5179 -0.4604 -1.9297
H 2.0084 2.6934 2.6495
H 2.0931 1.1473 3.2407
H 3.8519 1.6455 1.5670
H 4.3543 1.0440 -0.5562
H 3.0831 0.4949 -1.6402
C 0.5143 4.6948 -3.7679
C -0.1492 4.0274 -4.9621
C -1.6540 4.2297 -4.9298
C 0.4474 4.5307 -6.2631
O 0.0427 2.5864 -4.9151
Si 0.9884 1.5056 -4.1794
S -0.0079 1.6557 -2.2316
O 0.9066 0.0361 -4.7935
C -0.0811 -0.7569 -5.5031
C -0.4991 -0.0287 -6.7683
C 0.6199 -2.0629 -5.8278
C -1.2619 -0.9822 -4.5720
O 2.5263 1.9153 -3.8957
C 3.6943 1.8319 -4.7669
C 4.3963 3.1722 -4.6524
C 4.5513 0.7003 -4.2239
C 3.2921 1.5510 -6.2070
H 0.3684 5.7741 -3.8163
H 1.5858 4.4955 -3.7446
H 0.0799 4.3451 -2.8285
H -1.8988 5.2919 -4.9293
H -2.0749 3.7710 -4.0322
H -2.1233 3.7681 -5.7983
H 0.1835 5.5773 -6.4161
H 0.0667 3.9530 -7.1048
H 1.5351 4.4596 -6.2498
H 0.3660 0.1722 -7.4013
H -0.9904 0.9167 -6.5391
H -1.1939 -0.6500 -7.3343
H 1.4941 -1.8814 -6.4532
H -0.0522 -2.7308 -6.3662
H 0.9439 -2.5586 -4.9128
H -1.7732 -0.0407 -4.3606
H -0.9253 -1.4150 -3.6294
H -1.9808 -1.6600 -5.0338
H 4.5442 3.4330 -3.6040
H 3.8108 3.9604 -5.1274
H 5.3708 3.1375 -5.1398
H 4.9293 0.9487 -3.2298
H 5.4089 0.5186 -4.8719
H 3.9677 -0.2201 -4.1682
H 2.5861 2.2982 -6.5714
H 2.8422 0.5639 -6.3104
H 4.1733 1.5894 -6.8474
```

Calculated values
* LUMO energy: -6.22 eV
* net charge: +2
* frontier orbital gap: 7.121 eV


Short version: a is the most stable of them.


a:
This record from the Open Molecules 2025 dataset describes an isolated molecule of C10H12N2. The level of theory is ωB97M-V/def2-TZVPD.

Structure (XYZ):
```
24
C10H12N2 (ωB97M-V/def2-TZVPD)
C -2.5304 0.3129 0.8138
C 2.6228 -0.1218 0.7592
C -1.3652 -0.2811 1.0202
C 1.3928 0.3632 1.0706
C -2.6234 0.3818 -0.6139
C 2.6786 -0.1665 -0.6962
C -0.6724 -0.5560 -0.2037
C 0.5648 0.3326 -0.2409
C -0.2699 -2.0317 -0.4577
C 0.2105 1.8580 -0.4561
N -1.6410 -0.1162 -1.2818
N 1.5161 -0.0532 -1.2528
H -3.1545 0.5911 1.5352
H 3.4863 -0.5236 1.3338
H -1.0024 -0.6002 2.0613
H 0.8857 0.6904 1.9506
H -3.6029 0.5234 -1.1437
H 3.5560 -0.2493 -1.2368
H 0.1863 -2.3868 0.4839
H 0.5049 -1.9955 -1.2787
H -1.1945 -2.4774 -0.7400
H -0.0529 1.9652 -1.5116
H 1.0339 2.4559 -0.1700
H -0.5294 2.0848 0.2553
```

Calculated values
* SMILES string: C[C@]1([C@@]2(C)C=CC=N2)C=CC=N1
* LUMO energy: 0.52 eV
* frontier orbital gap: 9.752 eV


b:
This record from the Open Molecules 2025 dataset describes an isolated molecule of C10H12N2. The level of theory is ωB97M-V/def2-TZVPD.

Structure (XYZ):
```
24
C10H12N2 (ωB97M-V/def2-TZVPD)
C 0.5006 0.2686 2.8408
C -0.7846 2.0809 1.9576
C -0.1872 -0.4941 -0.3474
C -0.7038 0.0074 0.8028
C 1.1007 0.1518 -0.9036
C 1.3512 1.6500 -0.5017
C 1.5226 1.4592 1.0485
C 0.1565 0.9822 1.5749
C -0.6897 -1.5986 -1.1817
C -2.0358 -0.3681 1.4664
N 0.8228 -0.1429 3.8647
N -1.5758 2.9032 2.1786
H 1.8331 -0.5139 -0.5384
H 1.1159 0.0157 -1.9552
H 2.2654 2.0264 -1.0626
H 0.5834 2.4118 -0.7638
H 2.3063 0.7857 1.2064
H 1.7809 2.3176 1.6366
H -1.3199 -2.1619 -0.6092
H 0.1274 -2.2189 -1.4199
H -0.9866 -1.2614 -2.2183
H -2.7528 -0.8318 0.7776
H -2.6395 0.4886 1.8943
H -1.9205 -1.1867 2.2054
```

Calculated values
* SMILES string: CC1=C(C)C(C#N)(C#N)CCC1
* LUMO energy: 0.65 eV
* frontier orbital gap: 10.178 eV


Short version: b is the most stable of them.


a:
This record from the Open Molecules 2025 dataset describes a structure of composition C4H11O2S2. The level of theory is ωB97M-V/def2-TZVPD.

Structure (XYZ):
```
19
C4H11O2S2 (ωB97M-V/def2-TZVPD)
C 1.1535 0.5720 0.7572
C 1.0117 -0.9737 0.6714
O 2.5032 -1.6199 1.1979
C 0.0570 1.2687 1.6539
S -1.5852 1.5206 0.8501
S -2.3415 -0.3712 0.2955
C -2.0062 -0.3795 -1.5511
H 2.2283 0.8640 0.9685
H 0.9355 0.8946 -0.2597
H 0.2769 -1.1323 -0.1553
H 0.4965 -1.4967 1.4982
H -0.0237 0.6703 2.5899
H 0.2246 2.3135 1.9588
H -1.5213 -1.3545 -1.7113
H -1.1812 0.3785 -1.8335
H -2.9459 -0.3579 -2.1305
H 0.6924 0.0667 -2.6406
H 1.8582 -1.7459 0.1993
O 0.1673 0.8827 -2.3588
```

Calculated values
* LUMO energy: 3.27 eV
* net charge: -1
* frontier orbital gap: 6.738 eV


b:
This record from the Open Molecules 2025 dataset describes a structure of composition C4H11O2S2. The level of theory is ωB97M-V/def2-TZVPD.

Structure (XYZ):
```
19
C4H11O2S2 (ωB97M-V/def2-TZVPD)
C -0.6302 0.4759 1.0066
C 0.4128 0.0840 2.1065
O 1.6149 0.6686 1.8192
C -1.5742 -0.6561 0.6273
S -2.5848 -0.2217 -0.8820
S -1.5014 -1.0534 -2.3875
C -0.1007 0.0083 -2.7379
H -1.2649 1.3049 1.3939
H -0.0910 0.9477 0.1914
H 0.4902 -1.0362 2.2298
H 0.1091 0.3876 3.1213
H -0.8718 -1.4569 0.3296
H -2.2533 -0.9732 1.4223
H -0.3984 0.8808 -3.3213
H 0.8047 -0.5232 -3.0196
H 0.2145 0.3762 -1.7562
H 3.2252 -0.0201 -0.2691
H 2.0140 0.4070 0.6003
O 2.3853 0.3999 -0.4744
```

Calculated values
* LUMO energy: 3.17 eV
* net charge: -1
* frontier orbital gap: 6.969 eV


Short version: b is the most stable of them.